Density functional theory data (ωB97M-V/def2-TZVPD) for a 2-piece molecular cluster, CH6NPS overall.

Structure (XYZ):
```
10
Properties=species:S:1:pos:R:3
C 0.98 -0.96 -0.34
N 0.01 1.56 -0.54
P -0.28 0.25 0.25
S -2.16 -0.69 -0.26
H 1.14 -0.76 -1.40
H 1.90 -0.79 0.21
H 0.63 -1.98 -0.18
H -0.63 2.33 -0.47
H 1.01 0.67 3.64
H -2.60 0.37 -0.93
```

The value obtained for the gap between HOMO and LUMO (alpha / beta) is 8.14 / 8.59 eV. Its HOMO energy (alpha / beta) is -0.346 / -0.298 hartree.

Density functional theory data (ωB97M-V/def2-TZVPD) for a 7-piece molecular cluster, C14H21N7 overall.

Structure (XYZ):
```
42
Properties=species:S:1:pos:R:3
C 18.13 5.82 28.66
C 16.94 6.46 29.34
N 16.09 6.95 29.89
H 18.24 4.75 28.83
H 19.06 6.29 28.99
H 17.97 5.82 27.58
C 17.13 7.83 23.37
C 17.37 7.04 22.17
N 17.55 6.32 21.25
H 17.18 8.90 23.15
H 17.84 7.59 24.16
H 16.14 7.68 23.79
C 9.44 7.10 26.54
C 8.75 6.41 25.42
N 8.25 5.91 24.52
H 9.76 8.08 26.19
H 10.29 6.45 26.78
H 8.75 7.25 27.36
C 12.12 11.63 35.07
C 10.67 11.73 35.36
N 9.56 11.78 35.61
H 12.45 10.62 34.84
H 12.58 11.96 36.00
H 12.28 12.18 34.14
C 5.29 10.17 32.36
C 6.63 9.92 31.81
N 7.67 9.69 31.32
H 5.25 11.15 32.85
H 5.13 9.48 33.19
H 4.51 10.25 31.60
C 10.11 16.56 31.79
C 11.30 15.75 31.50
N 12.24 15.09 31.24
H 9.78 17.03 30.86
H 10.34 17.29 32.56
H 9.33 15.94 32.23
C 12.57 10.64 29.16
C 13.21 10.18 27.88
N 13.70 9.79 26.92
H 13.16 10.43 30.05
H 11.60 10.17 29.32
H 12.52 11.73 29.25
```

The value obtained for the gap between HOMO and LUMO is 11.79 eV. Its HOMO energy is -0.423 hartree. Its SMILES is CC#N.CC#N.CC#N.CC#N.CC#N.CC#N.CC#N.

Density functional theory data (ωB97M-V/def2-TZVPD) for an isolated molecule of C3H4N2O2.

Structure (XYZ):
```
11
Properties=species:S:1:pos:R:3
N 0.47 1.31 1.02
C 0.22 0.30 0.00
C 0.87 0.36 -1.17
O 0.34 -0.79 -1.83
C -0.55 -1.47 -1.06
O -1.07 -2.52 -1.34
N -0.73 -0.72 0.10
H -0.35 1.85 1.32
H 0.95 0.95 1.85
H 1.12 1.93 0.51
H -1.14 -1.17 0.91
```

The value obtained for the gap between HOMO and LUMO is 7.53 eV. Its HOMO energy is -0.295 hartree.

Density functional theory data (ωB97M-V/def2-TZVPD) for a 2-piece molecular cluster, C8H6ClO3S overall.

Structure (XYZ):
```
19
Properties=species:S:1:pos:R:3
C -0.39 -1.59 2.45
C 0.58 -0.73 2.02
C -1.43 -1.92 1.59
C 0.63 -0.18 0.74
C -1.48 -1.34 0.36
C -0.48 -0.42 -0.06
C 0.81 3.31 -1.49
C 0.97 0.26 -2.28
O 1.64 2.70 -0.99
O 0.16 4.19 -1.94
O -0.72 1.96 -1.16
S -0.75 0.48 -1.60
Cl 1.38 -1.52 -2.52
H -0.45 -2.07 3.41
H 1.35 -0.48 2.82
H -2.15 -2.45 2.09
H 1.37 0.55 0.36
H -2.10 -1.54 -0.52
H 1.06 0.81 -3.28
```

As for the total charge: -1. The value obtained for the gap between HOMO and LUMO is 6.15 eV. Its HOMO energy is -0.104 hartree.

Density functional theory data (ωB97M-V/def2-TZVPD) for a 3-piece molecular cluster, C4H12N2O2 overall.

Structure (XYZ):
```
20
Properties=species:S:1:pos:R:3
C 0.26 1.38 0.27
C -0.14 -1.37 2.78
C 0.23 -2.11 1.75
C -0.10 2.50 -0.63
N -0.30 -0.21 -1.73
N 1.27 0.59 0.01
O -0.53 0.06 -3.11
O -0.80 -1.53 -1.48
H -1.50 0.04 -3.22
H -0.30 -2.12 -2.07
H -0.23 1.31 1.24
H 1.08 0.14 -1.02
H 1.44 -0.12 0.71
H 0.38 -1.41 3.73
H -1.00 -0.71 2.72
H 1.08 -2.79 1.82
H -0.28 -2.07 0.79
H -1.18 2.66 -0.64
H 0.37 3.42 -0.25
H 0.25 2.33 -1.65
```

The value obtained for the gap between HOMO and LUMO (alpha / beta) is 7.38 / 7.38 eV. Its HOMO energy (alpha / beta) is -0.259 / -0.259 hartree.

Density functional theory data (ωB97M-V/def2-TZVPD) for a 3-piece molecular cluster, C5H14O2 overall.

Structure (XYZ):
```
21
Properties=species:S:1:pos:R:3
C 2.48 -0.71 -0.35
C 2.52 0.75 0.11
C 1.19 1.50 -0.20
C -0.08 1.07 -0.38
C 1.44 2.98 -0.04
H 3.46 -1.21 -0.16
H 1.73 -1.13 0.42
H 2.00 -0.74 -1.32
H 3.13 0.91 0.98
H 3.06 1.31 -0.66
H -0.91 1.71 -0.51
H -0.45 0.04 -0.30
H 2.21 3.19 -0.82
H 0.52 3.42 -0.23
H 1.92 3.05 0.96
H -6.95 -1.97 0.99
H -7.05 -1.82 -0.58
O -6.57 -2.19 0.15
H -1.53 -3.40 1.40
H -0.96 -3.70 -0.08
O -1.16 -3.07 0.61
```

As for the total charge: -1. The value obtained for the gap between HOMO and LUMO (alpha / beta) is 2.07 / 9.70 eV. Its multiplicity is 2. Its HOMO energy (alpha / beta) is 0.049 / -0.234 hartree.

Density functional theory data (ωB97M-V/def2-TZVPD) for a 2-piece molecular cluster, CHF2NS overall.

Structure (XYZ):
```
6
Properties=species:S:1:pos:R:3
C 1.07 0.35 0.22
N -0.76 -0.85 -0.08
F -1.31 -0.94 -1.31
F -1.71 -0.07 0.56
S 0.90 1.85 -0.06
H 1.81 -0.35 0.67
```

The value obtained for the gap between HOMO and LUMO (alpha / beta) is 7.32 / 7.32 eV. Its HOMO energy (alpha / beta) is -0.310 / -0.310 hartree.

Density functional theory data (ωB97M-V/def2-TZVPD) for a 2-piece molecular cluster, C10H15FO2 overall.

Structure (XYZ):
```
28
Properties=species:S:1:pos:R:3
C -2.32 -1.92 -0.06
C -1.70 -1.90 -1.16
C -0.75 -0.93 1.49
C -0.93 -1.72 -2.21
C -0.79 -1.54 2.82
C -1.23 -0.63 -3.20
C 1.19 -0.10 -0.33
C 1.19 2.15 0.56
C -0.64 0.51 1.35
C 0.86 0.71 0.85
O 0.01 -2.60 -2.63
O -0.90 1.25 2.50
F 1.68 0.42 1.99
H -0.43 -2.58 2.84
H -0.15 -0.96 3.50
H -1.80 -1.59 3.30
H -1.99 -0.86 -4.05
H -0.33 -0.53 -3.74
H -1.51 0.29 -2.63
H 2.35 -0.16 -0.36
H 0.78 0.32 -1.26
H 0.79 -1.08 -0.40
H 0.38 2.51 -0.14
H 1.01 2.89 1.35
H 2.27 2.12 0.20
H -1.29 0.98 0.65
H 0.62 -2.10 -3.19
H -0.17 1.48 3.12
```

The value obtained for the gap between HOMO and LUMO (alpha / beta) is 7.02 / 7.13 eV. Its HOMO energy (alpha / beta) is -0.273 / -0.294 hartree.

Density functional theory data (ωB97M-V/def2-TZVPD) for a 2-piece molecular cluster, C12H20N3O4 overall.

Structure (XYZ):
```
39
Properties=species:S:1:pos:R:3
C 0.18 -4.12 0.25
C -0.23 -3.09 -0.23
C -0.69 -1.83 -0.78
C 0.39 -0.94 -1.46
C 1.74 -1.07 -0.75
C 2.87 -0.19 -1.33
C 3.74 0.40 -0.23
O 4.48 -0.63 0.44
C 0.63 -1.53 -2.91
O 1.43 -0.90 -3.63
O 0.06 -2.61 -3.16
N -0.20 0.41 -1.49
O -0.38 0.95 -2.77
C 0.17 1.39 -0.51
C -0.15 1.04 0.93
N -1.56 1.34 1.27
H 0.55 -4.89 0.87
H -1.49 -2.00 -1.49
H -1.15 -1.29 0.05
H 1.68 -0.86 0.32
H 2.08 -2.09 -0.83
H 3.50 -0.78 -1.99
H 2.43 0.61 -1.93
H 3.09 0.90 0.49
H 4.45 1.10 -0.66
H 3.96 -0.93 1.19
H 0.31 1.61 -2.93
H 1.22 1.73 -0.56
H -0.42 2.29 -0.74
H 0.03 0.01 1.18
H 0.49 1.65 1.58
H -1.63 2.31 1.54
H -1.82 0.80 2.07
C -5.39 1.65 2.96
C -4.11 2.31 3.20
N -3.09 2.80 3.38
H -6.21 2.35 3.07
H -5.41 1.24 1.95
H -5.54 0.83 3.66
```

As for the total charge: -1. The value obtained for the gap between HOMO and LUMO is 6.51 eV. Its HOMO energy is -0.156 hartree.

Density functional theory data (ωB97M-V/def2-TZVPD) for a 2-piece molecular cluster, C5H10O2 overall.

Structure (XYZ):
```
17
Properties=species:S:1:pos:R:3
C -2.64 -1.07 0.82
C -1.95 0.08 0.10
C -0.88 0.75 0.54
C 0.13 1.21 -0.40
C 1.37 1.59 -0.05
O 2.40 1.80 -0.93
H -2.05 -2.00 0.88
H -2.82 -0.80 1.87
H -3.58 -1.39 0.38
H -2.46 0.26 -0.84
H -0.58 0.67 1.58
H -0.10 1.18 -1.47
H 1.72 1.57 0.98
H 2.50 1.05 -1.50
H 2.72 -1.30 -0.03
H 3.57 -1.76 -1.12
O 2.66 -1.85 -0.83
```

The value obtained for the gap between HOMO and LUMO is 8.69 eV. Its HOMO energy is -0.296 hartree. Its SMILES is C/C=C/C=C/O.O.

Density functional theory data (ωB97M-V/def2-TZVPD) for C14H2BF5N4O10S2W as an isolated structure.

Structure (XYZ):
```
39
Properties=species:S:1:pos:R:3
W 0.82 -0.51 -0.08
S 2.81 -1.79 -0.69
C 3.78 -1.96 0.73
S 3.34 -1.27 2.26
C 4.94 -2.66 0.66
C 5.36 -3.26 -0.58
N 5.70 -3.74 -1.57
C 5.77 -2.84 1.82
N 6.43 -2.95 2.75
O -2.04 -2.43 2.05
C -1.67 -1.55 1.35
O -0.48 -1.69 0.62
C -2.38 -0.29 1.06
C -3.76 -0.27 1.20
C -4.45 0.85 0.78
C -3.81 1.91 0.18
C -2.43 1.88 0.05
C -1.70 0.82 0.56
O -0.36 0.84 0.62
N -1.79 2.97 -0.71
O -0.72 2.72 -1.22
O -2.46 3.96 -0.90
N -5.92 0.90 0.93
O -6.46 -0.08 1.39
O -6.48 1.91 0.58
H -4.29 -1.12 1.60
H -4.37 2.76 -0.20
F 1.76 2.88 -3.25
C 2.18 1.79 -2.64
F 3.36 1.42 -3.13
F 1.30 0.80 -2.90
C 2.34 2.05 -1.14
O 2.87 3.03 -0.74
O 1.92 1.02 -0.38
F -0.95 -0.52 -1.77
B -0.13 -1.63 -1.72
F -0.69 -2.69 -2.19
O 0.94 -0.45 2.75
C 1.69 -0.80 1.89
```

The value obtained for the gap between HOMO and LUMO is 6.56 eV. Its HOMO energy is -0.368 hartree.

Density functional theory data (ωB97M-V/def2-TZVPD) for an isolated molecule of C7H9FN4O4.

Structure (XYZ):
```
25
Properties=species:S:1:pos:R:3
C -0.95 -1.37 -0.04
C -2.71 0.10 0.10
C 1.76 0.24 1.06
C 1.57 -0.66 -1.34
C 0.47 0.96 0.94
C 2.34 0.26 -0.34
C -0.78 -0.31 -1.01
N -2.19 -1.09 0.53
N -1.92 0.37 -1.05
N 0.28 -0.08 -1.78
N -0.58 0.76 1.72
O -1.66 1.32 1.34
O -0.30 -2.36 0.18
O -3.75 0.61 0.41
O -0.66 -0.08 2.64
F 2.46 1.56 -0.84
H 2.26 0.80 1.82
H 1.59 -0.75 1.52
H 2.21 -0.80 -2.30
H 1.42 -1.58 -0.81
H 0.35 1.88 0.42
H 3.39 -0.17 -0.57
H -2.90 -1.71 1.04
H -2.06 1.22 -1.49
H 0.38 0.88 -2.15
```

The value obtained for the gap between HOMO and LUMO (alpha / beta) is 6.75 / 6.76 eV. Its HOMO energy (alpha / beta) is -0.298 / -0.299 hartree.